DFT (ωB97M-V with the def2-TZVPD basis set) results for C58H60AsBiN4Si3 as an isolated structure.

The geometry in XYZ format:
```
127
Properties=species:S:1:pos:R:3:mulliken_charge:R:1
C 0.528 4.714 -0.633 -1.3647
H -0.413 -1.056 -4.193 0.1923
N -0.464 2.695 -0.124 0.5868
C -2.352 2.544 -4.164 -1.1392
C -0.123 4.989 -4.356 0.3937
C 0.991 -1.713 1.347 0.3361
H 3.069 3.888 -4.205 0.4699
C -5.950 -0.439 -3.753 0.3243
H 1.905 5.678 5.254 0.4180
H 1.507 0.302 3.568 0.8054
C -0.737 7.293 -4.680 -0.4731
C 4.324 1.731 -0.232 -0.7509
C -6.944 2.449 3.827 -0.8648
C -4.917 1.227 3.294 -0.7023
C -6.071 0.858 5.393 -0.7856
H -3.649 0.980 -5.036 0.6334
H -4.652 -3.734 -5.279 0.4009
H 0.779 5.600 -1.196 0.5320
H -0.697 -1.877 -2.657 -0.0023
C -2.080 1.671 4.005 -1.6520
C 5.671 0.058 -2.393 -1.1643
H 2.237 -3.141 -5.263 0.3930
H 0.535 6.187 -6.009 0.4329
H -0.684 8.207 -5.259 0.3780
C 1.577 3.098 3.067 -0.6637
C -0.193 1.270 2.704 1.9526
H 5.321 -1.070 0.623 0.4418
H 1.104 2.255 -5.875 0.4899
C -5.451 -0.214 0.769 -1.5074
Bi -1.183 0.610 -0.273 1.0447
H -5.826 2.678 2.007 0.4643
C 2.954 3.160 -3.397 -0.7485
H 5.541 -0.705 -3.164 0.2990
C -4.240 -2.114 -3.938 -0.1951
H -6.272 -0.293 1.463 0.5561
As 2.058 0.163 -2.157 0.5643
C -5.020 -2.810 -4.853 -0.7657
H 1.286 -2.311 0.493 0.4891
H -7.851 2.009 5.727 0.3855
Si 4.225 0.128 -1.209 0.3478
H 4.723 -2.220 -0.572 0.3709
C -3.813 0.934 2.332 0.3150
H -6.874 -2.864 -5.932 0.3858
H 6.573 -0.190 -1.824 0.3986
H 2.942 -3.170 -1.425 0.2189
H 0.947 0.509 -5.668 0.4452
C -4.184 0.391 1.066 0.6929
H 5.835 1.014 -2.892 0.2508
C 0.356 3.087 0.954 0.4501
C -0.866 4.931 -3.181 -0.9585
C -0.118 -1.918 -3.585 -0.8734
C 2.625 -2.215 -4.828 -1.1011
C -1.494 7.245 -3.517 -0.9181
N -3.398 0.317 -0.033 0.5252
C -6.730 -1.134 -4.667 -0.9076
C -4.141 -0.278 -1.057 -0.0702
C -1.561 6.072 -2.779 -0.0237
H -0.125 1.949 4.883 0.7274
H 0.402 4.105 -4.690 0.1806
C 4.474 -1.305 -0.029 -1.1568
C -1.763 2.620 -2.875 0.1950
C 4.008 0.926 -5.164 -1.1485
C -5.399 -0.671 -0.515 -0.8436
C -0.958 3.687 -2.352 0.8531
C 0.157 -2.191 2.462 -1.2684
H -2.762 1.949 4.794 0.6262
C 2.179 4.802 4.678 -0.9149
H 1.708 4.885 1.172 0.4952
H 3.701 -2.336 -4.679 0.2916
C 0.719 0.026 2.854 0.1717
H 1.226 -3.583 -1.453 0.3385
C -3.845 -0.182 -2.410 1.0490
H -7.686 3.188 3.550 0.3835
Si 1.720 -1.911 -3.221 0.3318
C -5.029 0.573 4.519 -0.0408
H -2.036 8.123 -3.187 0.4139
H -6.301 0.495 -3.329 0.4732
H 4.790 2.725 4.119 0.4363
C -7.032 1.795 5.051 -0.3762
C -2.504 1.186 2.681 0.3534
C 1.325 -0.432 1.562 -0.9677
H 4.922 1.477 -4.938 0.4096
H -6.136 0.334 6.339 0.3792
N -2.096 1.524 -2.165 0.3375
Si 2.582 1.455 -4.063 -0.0386
H -3.263 -2.490 -3.656 0.4025
C -0.754 1.683 4.045 -1.5667
H 3.337 2.084 0.083 -0.1732
C 0.576 2.475 2.142 0.0215
C -6.267 -2.322 -5.218 -0.3972
C 1.250 4.221 3.826 0.0439
H 4.775 2.524 -0.833 0.4897
C 1.049 1.455 -5.130 -0.7484
H 2.474 -1.412 -5.551 0.3039
C -2.928 0.745 -2.949 0.0236
H -2.154 6.028 -1.873 0.5031
H -2.265 3.293 -4.936 0.6247
C 2.862 2.570 3.188 0.3234
C 3.794 3.146 4.044 -1.0949
C -0.011 -1.193 3.338 -0.9712
H -7.701 -0.746 -4.950 0.3890
C 0.992 4.354 0.565 -1.7188
H 2.151 3.495 -2.736 0.0127
C 2.091 -3.356 -2.082 -1.2489
H -0.400 -2.829 -4.122 0.5723
H -6.182 -1.168 -1.067 0.5630
C 3.455 4.264 4.792 -0.5413
N -1.397 0.952 1.935 0.1269
C -5.898 2.167 2.961 0.0564
H 3.730 1.137 -6.200 0.3730
H 2.316 -4.247 -2.676 0.4544
H 3.608 -1.507 0.602 0.2005
C -4.702 -0.928 -3.378 -0.9316
C -0.056 6.160 -5.101 -1.0097
H 3.146 1.713 2.587 0.5095
H 3.882 3.157 -2.819 0.2857
H 4.233 -0.136 -5.090 0.2596
C -3.052 1.359 -4.220 -1.0625
H 1.918 0.209 0.921 0.3317
C -0.377 3.670 -1.116 0.5328
H 4.939 1.603 0.664 0.4408
H -0.252 -3.190 2.543 0.4858
H 0.141 1.606 -4.540 -0.1082
H 4.181 4.715 5.457 0.3881
H -0.581 -1.223 4.256 0.4693
H -4.295 -0.180 4.784 0.4910
H 0.253 4.638 3.741 0.4499
```

E_LUMO: -0.0217 Ha
Gap between HOMO and LUMO: 5.4 eV